93
Properties=species:S:1:pos:R:3:forces:R:3 method="wB97M-V/def2-TZVPD" homo_lumo_gap_ev="6.18 / 6.80" spin_multiplicity=3 total_charge=+1 largest_force_ev_per_a=6.0 homo_ev="-9.94 / -10.56"
S -0.8714 3.1422 4.8796 -0.3 1.2 -2.2
C -1.1271 3.8628 3.3800 -0.1 0.4 0.9
S -2.1408 2.8424 2.1600 0.2 1.4 0.5
C -3.6798 3.8531 1.9129 -0.5 0.8 -0.4
C -3.4593 5.2623 1.1754 -0.2 0.5 0.1
C -4.8883 6.0361 0.9479 0.5 0.1 0.8
C -5.3462 6.8677 2.2371 -0.1 0.7 0.8
N -6.1287 6.3375 3.3443 2.3 5.3 -1.4
C -6.3549 7.4534 4.2938 2.6 2.7 -3.1
C -5.6465 8.6935 3.7043 -1.6 -4.5 0.6
N -5.0134 8.2742 2.4320 -3.2 -3.7 3.2
N -0.6598 5.1978 2.9763 0.0 -3.2 0.9
C 0.0735 5.1952 1.6747 0.9 1.9 -0.8
C 0.2152 6.7676 1.2389 -0.7 -1.4 0.4
O 0.9598 7.5352 2.2313 -1.0 -0.9 0.0
C 0.3137 7.4237 3.5361 -1.5 -1.1 -0.3
C 0.1796 5.8625 4.0128 1.2 2.2 -0.3
H -4.1939 3.9617 2.9306 0.7 0.0 -1.4
H -4.3733 3.2252 1.2271 1.3 0.8 1.2
H -2.9440 5.0951 0.1538 -1.1 0.2 1.6
H -2.7999 6.0076 1.7494 -0.8 -1.5 -0.6
H -4.7307 6.7839 0.0872 -0.7 -1.2 1.3
H -5.6832 5.2409 0.7376 0.9 1.4 0.0
H -6.4444 5.3576 3.4143 0.3 0.9 -0.1
H -6.9423 7.3976 5.2686 1.0 -0.1 -1.8
H -5.6324 9.7365 4.1747 0.2 -1.8 -1.1
H -4.4596 8.8827 1.8011 -0.6 -0.9 0.5
H 1.1424 4.7683 1.8402 -1.8 0.5 -0.5
H -0.4798 4.6898 0.8101 0.7 0.4 1.6
H -0.8809 7.1507 1.1519 1.7 -0.3 0.1
H 0.6954 6.7769 0.2014 -0.3 0.5 1.7
H -0.7849 7.7748 3.3656 1.6 -0.3 0.6
H 0.8159 8.0528 4.3512 -0.4 -0.9 -1.6
H -0.2839 5.9024 5.0572 0.6 -0.5 -1.7
H 1.2612 5.4343 4.0097 -1.9 0.4 0.3
C -0.4471 -0.4941 0.8488 0.1 -0.1 -0.4
C 0.0087 -1.3087 2.0870 -0.2 1.9 -0.5
C 1.5499 -1.3944 2.0958 0.1 -0.4 0.0
C 2.0957 -2.3137 1.0072 -0.1 0.1 -0.1
C 1.4514 -3.6928 1.0749 0.2 0.2 0.4
C -0.0933 -3.6753 1.1415 -0.4 -1.1 -1.8
N -0.6346 -2.6598 2.0968 2.2 -1.5 3.5
O -0.4994 -3.1700 3.3582 -0.9 1.0 -2.3
C -0.6889 -3.4174 -0.2628 0.0 0.2 -0.2
C -0.5641 -5.1211 1.4702 0.0 0.3 0.7
C -0.4601 -0.4323 3.2794 0.0 -0.7 0.3
H -0.2664 0.5755 0.9958 0.0 -0.2 0.2
H 0.0932 -0.7460 -0.0638 -0.1 -0.1 0.1
H -1.5180 -0.6173 0.6635 0.1 -0.1 0.0
H 1.9005 -1.7557 3.0702 -0.2 0.0 0.0
H 1.9830 -0.3950 1.9718 -0.3 0.0 0.0
H 1.9394 -1.8740 0.0164 0.0 0.0 0.0
H 3.1781 -2.4100 1.1265 0.0 0.0 0.0
H 1.7808 -4.2808 0.2129 -0.3 0.0 0.0
H 1.8498 -4.2049 1.9613 -0.3 0.0 0.0
H -1.7744 -3.2841 -0.2092 0.1 0.0 0.1
H -0.5039 -4.2646 -0.9303 0.1 0.0 0.2
H -0.2619 -2.5548 -0.7698 0.0 0.0 0.1
H -0.1031 -5.5132 2.3806 -0.1 0.2 0.0
H -0.2908 -5.8120 0.6671 0.1 0.4 -0.1
H -1.6517 -5.1675 1.5881 0.1 0.1 0.0
H -1.5464 -0.2986 3.2615 0.1 -0.1 0.0
H -0.0046 0.5622 3.2325 0.0 -0.2 -0.3
H -0.1820 -0.8455 4.2519 -0.1 -0.2 -0.2
C 5.0090 -5.1749 -4.3976 0.0 0.0 -0.4
C 3.7252 -5.2791 -3.5344 2.0 -0.7 0.1
C 3.0036 -6.6044 -3.8593 -0.4 0.1 -0.1
C 2.3488 -6.5972 -5.2369 0.2 0.1 -0.1
C 1.4273 -5.3950 -5.4042 0.0 -0.3 0.5
C 2.0677 -4.0395 -5.0255 -0.2 1.1 -1.9
N 2.8454 -4.0868 -3.7490 -3.4 -1.5 2.5
O 1.9464 -4.0489 -2.7202 1.9 0.5 -1.7
C 2.9923 -3.5442 -6.1634 0.3 -0.2 -0.2
C 0.9323 -2.9762 -4.9984 0.1 -0.2 0.8
C 4.2777 -5.3415 -2.0849 -0.6 0.3 0.2
H 5.7921 -5.8367 -4.0157 -0.2 0.1 0.2
H 4.8655 -5.4809 -5.4339 -0.1 0.1 0.1
H 5.4133 -4.1589 -4.3885 -0.1 -0.1 0.0
H 2.2339 -6.8079 -3.1048 0.1 0.2 0.0
H 3.7095 -7.4406 -3.8022 0.1 0.3 0.1
H 3.1089 -6.6009 -6.0254 0.0 0.0 0.1
H 1.7748 -7.5182 -5.3677 0.0 0.1 0.0
H 1.0703 -5.3628 -6.4380 0.1 0.3 0.1
H 0.5384 -5.5660 -4.7820 0.1 0.2 0.0
H 3.5422 -2.6483 -5.8581 0.0 -0.1 0.1
H 2.4128 -3.2761 -7.0523 -0.1 -0.1 0.2
H 3.7098 -4.2884 -6.5022 0.0 0.0 0.1
H 0.1110 -3.2596 -4.3346 0.3 0.0 0.1
H 0.4924 -2.8502 -5.9922 0.3 -0.2 0.0
H 1.3105 -1.9993 -4.6798 0.0 -0.2 0.0
H 4.8521 -4.4405 -1.8478 -0.1 0.0 -0.1
H 4.9448 -6.2005 -1.9627 -0.1 0.1 -0.3
H 3.4946 -5.4569 -1.3315 0.0 0.2 -0.2